1.
DFT (wB97M-V/def2-TZVPD) results for C46H98NNbO28PS as an isolated structure.

- LUMO energy: 1.524 eV
- Kohn-Sham gap: 5.468 eV

ORCA input file:
```
! RIJCOSX wB97M-V def2-TZVPD def2/J DEFGRID3
* xyz -1 1
C 4.475 1.668 1.603
C 4.660 2.183 3.177
C 3.417 3.242 3.518
C 4.085 4.461 4.403
N 3.446 5.811 4.229
Nb 3.729 6.730 2.318
S 5.553 5.168 1.585
C 1.939 8.115 2.847
C 0.490 7.330 2.645
C 0.096 7.041 1.083
C -0.252 5.430 0.924
O 0.029 4.881 -0.414
C 1.108 3.864 -0.372
C 2.450 4.195 -1.279
O 1.035 2.703 0.321
C 3.804 7.732 0.259
O 4.919 8.625 0.019
C 6.125 8.031 -0.521
C 5.984 7.151 -1.892
P 5.386 8.397 3.365
C 5.295 8.038 5.270
O 6.960 7.935 2.795
H 3.404 1.194 1.468
H 4.540 2.552 0.823
H 5.317 0.897 1.280
H 4.677 1.268 3.943
H 5.718 2.680 3.215
H 2.932 3.575 2.508
H 2.666 2.605 4.194
H 5.278 4.482 4.354
H 3.868 4.155 5.539
H 2.419 5.793 4.411
H 2.518 5.560 1.612
H 6.559 5.178 2.565
H 2.064 8.325 4.016
H 1.993 9.147 2.298
H 0.588 6.330 3.278
H -0.409 7.936 3.138
H -0.814 7.747 0.773
H 0.957 7.299 0.315
H 0.443 4.855 1.679
H -1.367 5.278 1.255
H 2.100 4.912 -2.141
H 2.981 3.211 -1.659
H 3.224 4.722 -0.547
H 2.826 8.420 0.209
H 3.611 6.885 -0.520
H 6.845 8.942 -0.807
H 6.778 7.402 0.255
H 6.789 7.351 -2.712
H 5.941 6.004 -1.568
H 4.907 7.379 -2.346
H 6.094 8.658 5.883
H 5.497 6.897 5.522
H 4.250 8.292 5.732
H 7.358 7.281 3.463
C 2.494 -1.840 -0.317
C 3.401 -0.883 -1.072
O 4.750 -1.366 -1.090
C 5.007 -2.358 -1.978
O 4.203 -2.855 -2.754
O 6.305 -2.724 -1.839
C 6.683 -3.832 -2.652
H 2.892 -2.040 0.683
H 1.487 -1.425 -0.224
H 2.422 -2.805 -0.828
H 3.418 0.082 -0.556
H 3.040 -0.699 -2.090
H 6.430 -3.661 -3.703
H 6.203 -4.744 -2.282
H 7.767 -3.956 -2.575
C -6.044 2.238 -1.933
C -5.725 1.190 -0.881
O -4.380 0.717 -1.024
C -3.415 1.538 -0.542
O -3.594 2.619 0.001
O -2.211 0.965 -0.790
C -1.099 1.776 -0.420
H -5.828 1.856 -2.936
H -7.097 2.529 -1.882
H -5.433 3.136 -1.797
H -6.382 0.325 -1.021
H -5.900 1.567 0.133
H -1.173 2.104 0.622
H -1.026 2.636 -1.092
H -0.190 1.176 -0.526
C -4.012 11.599 -1.934
C -4.098 10.584 -3.060
O -3.583 9.313 -2.642
C -4.412 8.570 -1.869
O -5.540 8.884 -1.516
O -3.764 7.428 -1.531
C -4.493 6.596 -0.632
H -2.991 11.657 -1.544
H -4.317 12.590 -2.283
H -4.656 11.317 -1.096
H -3.475 10.918 -3.897
H -5.121 10.484 -3.440
H -5.498 6.383 -1.010
H -4.542 7.068 0.354
H -3.955 5.648 -0.535
C 0.697 -8.740 2.514
C 1.549 -7.510 2.774
O 1.622 -6.684 1.606
C 0.533 -5.915 1.361
O -0.479 -5.862 2.046
O 0.748 -5.232 0.210
C -0.368 -4.454 -0.217
H 1.056 -9.277 1.630
H 0.719 -9.415 3.374
H -0.345 -8.468 2.318
H 2.573 -7.822 3.007
H 1.183 -6.938 3.634
H -0.719 -3.788 0.579
H -1.175 -5.114 -0.551
H -0.050 -3.839 -1.063
C -3.252 -5.714 2.010
C -4.751 -5.626 2.239
O -5.463 -6.388 1.257
C -5.481 -7.730 1.455
O -4.960 -8.327 2.386
O -6.155 -8.299 0.425
C -6.163 -9.725 0.459
H -3.002 -5.431 0.982
H -2.716 -5.057 2.700
H -2.888 -6.735 2.154
H -5.074 -4.585 2.127
H -5.026 -5.942 3.252
H -6.523 -10.099 1.423
H -5.160 -10.107 0.247
H -6.842 -10.079 -0.321
C 3.716 -4.569 -4.998
C 2.710 -4.634 -6.134
O 3.329 -4.299 -7.383
C 4.077 -5.278 -7.948
O 4.254 -6.401 -7.496
O 4.617 -4.790 -9.092
C 5.511 -5.692 -9.739
H 4.217 -3.596 -4.981
H 3.224 -4.732 -4.035
H 4.498 -5.326 -5.116
H 1.922 -3.894 -5.962
H 2.225 -5.615 -6.190
H 5.042 -6.666 -9.908
H 6.424 -5.800 -9.145
H 5.779 -5.266 -10.710
C -8.691 2.576 4.968
C -7.327 1.943 4.752
O -7.387 0.524 4.944
C -7.913 -0.186 3.916
O -8.322 0.273 2.859
O -7.933 -1.494 4.273
C -8.557 -2.345 3.315
H -9.097 2.292 5.944
H -8.625 3.666 4.913
H -9.410 2.238 4.215
H -6.625 2.335 5.495
H -6.920 2.185 3.763
H -8.120 -2.213 2.319
H -9.634 -2.152 3.293
H -8.397 -3.381 3.625
C -0.106 -11.715 -4.436
C 0.164 -12.663 -3.281
O 0.196 -11.954 -2.036
C -1.013 -11.620 -1.519
O -2.102 -11.877 -2.012
O -0.805 -10.927 -0.372
C -1.999 -10.428 0.225
H 0.611 -10.887 -4.431
H -0.037 -12.241 -5.392
H -1.103 -11.270 -4.360
H 1.150 -13.120 -3.410
H -0.568 -13.479 -3.246
H -2.735 -11.225 0.372
H -2.416 -9.627 -0.393
H -1.742 -10.013 1.203
*
```

2.
DFT (wB97M-V/def2-TZVPD) results for a 2-piece molecular cluster, C4H7ClN overall.

- Energy relative to the best compared isomer or geometry (same formula, charge and spin): 155.2 kcal/mol
- LUMO energy (alpha / beta): -5.380 / -6.865 eV
- Kohn-Sham gap (alpha / beta): 8.755 / 5.294 eV

ORCA input file:
```
! RIJCOSX wB97M-V def2-TZVPD def2/J DEFGRID3
* xyz 1 1
C -1.731 -1.629 0.899
C -0.514 -0.884 -1.024
C -2.144 -0.554 1.888
C 1.684 0.643 -3.595
N -1.254 -1.371 -0.236
Cl -0.291 -0.391 -2.594
H -2.311 -2.505 1.019
H -2.287 0.307 1.380
H -1.456 -0.518 2.754
H -3.109 -1.036 2.271
H 1.833 0.697 -2.529
H 1.100 1.431 -3.913
H 2.320 0.082 -4.123
*
```

3.
DFT (wB97M-V/def2-TZVPD) results for C32H31ClLiNO3Te as an isolated structure.

- ⟨S²⟩: 0.762
- Energy relative to the best compared isomer or geometry (same formula, charge and spin): 2.6 kcal/mol
- LUMO energy (alpha / beta): 2.460 / 2.093 eV
- Kohn-Sham gap (alpha / beta): 6.746 / 7.089 eV

ORCA input file:
```
! RIJCOSX wB97M-V def2-TZVPD def2/J DEFGRID3
* xyz -1 2
Li 0.077 -0.168 0.548
Cl 6.834 0.330 3.021
C 5.302 0.273 2.161
C 5.202 0.866 0.882
C 4.031 0.830 0.185
C 2.849 0.193 0.713
O 1.774 0.150 0.059
C 2.991 -0.385 2.019
C 1.881 -1.048 2.649
O 0.752 -1.182 2.192
C 4.217 -0.334 2.713
H 6.074 1.356 0.464
H 3.947 1.289 -0.794
H 2.093 -1.477 3.648
H 4.285 -0.786 3.698
C -4.546 -6.779 4.900
C -4.195 -5.507 4.164
C -3.521 -4.470 4.796
C -3.196 -3.288 4.128
C -2.448 -2.214 4.895
C -3.561 -3.121 2.778
Te -2.465 -1.454 1.608
N -1.788 -0.125 0.113
C -2.356 1.056 -0.218
O -1.710 2.116 -0.272
C -3.841 1.138 -0.534
C -4.532 0.084 -1.123
C -5.886 0.204 -1.421
C -6.566 1.375 -1.111
C -5.880 2.435 -0.524
C -4.521 2.320 -0.254
C -3.645 0.048 2.556
C -2.990 1.171 3.091
C -1.500 1.400 2.969
C -3.744 2.142 3.749
C -5.118 2.037 3.891
C -5.912 3.092 4.617
C -5.747 0.931 3.338
C -5.043 -0.067 2.669
C -5.847 -1.212 2.097
C -4.234 -4.170 2.132
C -4.678 -4.084 0.683
C -4.543 -5.338 2.831
H -4.040 -6.825 5.867
H -4.258 -7.662 4.325
H -5.622 -6.847 5.085
H -3.227 -4.587 5.837
H -2.288 -2.519 5.931
H -2.999 -1.270 4.894
H -1.470 -2.015 4.445
H -3.996 -0.827 -1.356
H -6.413 -0.622 -1.885
H -7.625 1.464 -1.329
H -6.404 3.352 -0.280
H -3.961 3.139 0.184
H -0.934 0.496 3.202
H -1.180 2.190 3.649
H -1.237 1.710 1.950
H -3.231 3.008 4.162
H -5.261 3.871 5.019
H -6.473 2.657 5.448
H -6.635 3.568 3.949
H -6.827 0.839 3.417
H -6.841 -0.862 1.810
H -5.956 -2.019 2.825
H -5.369 -1.631 1.216
H -4.049 -3.409 0.109
H -5.704 -3.711 0.612
H -4.650 -5.066 0.207
H -5.066 -6.140 2.313
*
```

4.
DFT (wB97M-V/def2-TZVPD) results for one molecule with the formula C4H9N.

- Energy relative to the best compared isomer or geometry (same formula, charge and spin): 34.7 kcal/mol
- LUMO energy: 1.267 eV
- Kohn-Sham gap: 10.342 eV

ORCA input file:
```
! RIJCOSX wB97M-V def2-TZVPD def2/J DEFGRID3
* xyz 0 1
C 0.285 -1.980 0.012
C -0.107 -0.573 0.373
C 0.873 0.496 0.686
N 0.113 0.491 -0.564
C -0.773 1.606 -0.698
H 0.268 -2.621 0.901
H -0.409 -2.384 -0.728
H 1.298 -2.000 -0.401
H -1.053 -0.474 0.914
H 1.844 0.536 0.234
H 0.588 1.178 1.497
H -1.322 1.817 0.234
H -0.151 2.482 -0.931
H -1.454 1.428 -1.529
*
```

Total energy for the records above, in order: -4769.24247 -671.05360 -2254.31989 -212.49591 hartree
M for the records above, in order: 1269.216 104.560 647.598 71.123 g/mol